{
  "formula": "C28H29AsN4OSZn",
  "method": "ωB97M-V with the def2-TZVPD basis set",
  "charge": 0,
  "energy_ev": -157598.3336,
  "orbital_gap_ev": [4.96, 4.95],
  "largest_force_ev_per_a": 6.60,
  "symbols": ["Zn", "C", "C", "N", "C", "S", "N", "N", "C", "C", "C", "C", "C", "C", "C", "N", "H", "H", "H", "H", "H", "H", "H", "H", "H", "H", "H", "H", "H", "O", "As", "C", "C", "C", "C", "C", "C", "C", "C", "C", "C", "C", "C", "C", "C", "C", "C", "C", "C", "H", "H", "H", "H", "H", "H", "H", "H", "H", "H", "H", "H", "H", "H", "H", "H"],
  "coordinates": [[0.101735, -1.585680, 0.259396], [-3.948720, 2.097714, 2.275874], [-2.451539, 2.334890, 2.172684], [-1.723195, 1.221709, 2.719536], [-1.224945, 0.127121, 2.071320], [-1.585640, -0.191297, 0.412651], [-0.479718, -0.702233, 2.761084], [-0.002318, -1.769893, 2.008411], [-0.617323, -2.890133, 2.215861], [-1.606556, -3.150427, 3.323295], [-0.328972, -3.939536, 1.229723], [-0.432630, -5.300288, 1.482339], [-0.139848, -6.177688, 0.440570], [0.235060, -5.664726, -0.799135], [0.313735, -4.288369, -0.946333], [0.051364, -3.419454, 0.044516], [-4.497252, 2.969275, 1.905321], [-4.260208, 1.227154, 1.690201], [-4.247561, 1.923427, 3.315023], [-2.162943, 2.561170, 1.141136], [-2.201052, 3.228369, 2.756426], [-1.382597, 1.298687, 3.664438], [-2.302736, -2.314531, 3.429700], [-2.205032, -4.044452, 3.133195], [-1.060036, -3.281303, 4.261948], [-0.717471, -5.674408, 2.456663], [-0.205604, -7.250254, 0.592447], [0.461028, -6.318048, -1.633334], [0.595134, -3.828764, -1.888791], [0.784829, 0.062305, 0.473914], [1.098978, 1.032473, -0.817224], [2.994976, 1.501399, -0.591871], [3.438312, 1.940534, 0.665292], [4.778063, 2.285921, 0.866160], [5.687769, 2.199175, -0.189073], [5.256581, 1.767942, -1.445108], [3.916603, 1.420457, -1.646730], [-0.058794, 2.572334, -0.483627], [-0.980060, 2.977188, -1.460126], [-1.811314, 4.078061, -1.231257], [-1.726871, 4.779986, -0.025896], [-0.810653, 4.380973, 0.951110], [0.021831, 3.280418, 0.723428], [0.392581, -0.040030, -2.303714], [-0.966566, -0.387552, -2.272302], [-1.528848, -1.151249, -3.299115], [-0.735575, -1.578462, -4.365795], [0.619824, -1.243230, -4.403093], [1.183495, -0.478268, -3.376186], [2.751831, 2.006883, 1.495580], [5.110495, 2.619738, 1.840699], [6.724845, 2.467573, -0.034426], [5.960471, 1.705679, -2.265062], [3.615524, 1.108547, -2.627230], [-1.053419, 2.445974, -2.399013], [-2.520033, 4.387331, -1.988614], [-2.370586, 5.631838, 0.151029], [-0.746146, 4.923666, 1.885287], [0.719619, 2.982617, 1.490306], [-1.591158, -0.063230, -1.449853], [-2.578735, -1.412156, -3.266979], [-1.169707, -2.170523, -5.160928], [1.235651, -1.578225, -5.227884], [2.228119, -0.246602, -3.432444], [0.153907, -1.407519, -1.275418]],
  "atomic_forces_ev_per_a": [[0.5, 0.0, -4.9], [-0.4, 0.1, -0.1], [-0.8, -0.1, -0.1], [1.0, -0.3, 0.3], [0.2, -0.7, 0.2], [-5.0, 1.0, 2.0], [0.0, 0.5, 0.8], [-2.0, -1.1, 4.8], [-0.2, -0.3, 1.2], [0.0, 0.1, -0.2], [0.4, 0.0, 0.3], [0.1, -0.3, -0.5], [0.0, 0.2, 0.1], [-0.1, 0.1, 0.3], [0.1, 0.6, 0.1], [-0.5, -5.5, 0.0], [0.0, 0.0, 0.0], [0.2, 0.1, 0.0], [0.1, 0.0, -0.1], [-0.3, -0.6, 0.4], [0.1, -0.2, 0.0], [0.0, 0.0, 0.0], [0.3, 0.0, 0.0], [0.2, 0.0, 0.0], [-0.1, 0.1, 0.0], [0.0, 0.1, 0.0], [0.0, 0.1, 0.0], [-0.1, 0.1, 0.0], [0.0, 0.1, 0.0], [5.1, 4.0, 1.3], [-0.4, 0.0, 0.8], [0.3, 0.3, -0.8], [0.1, -0.1, -0.2], [-0.3, -0.2, -0.5], [-0.4, -0.1, -0.1], [-0.3, 0.0, 0.5], [0.2, 0.3, 0.6], [0.1, 0.6, -0.6], [0.1, 0.3, 0.4], [0.3, -0.2, 0.4], [0.4, -0.3, -0.1], [0.3, 0.0, -0.8], [0.1, 0.3, -0.5], [1.0, 0.6, -2.3], [-1.4, 0.5, -2.6], [0.3, 1.2, 0.7], [1.2, -0.1, -0.1], [-1.0, -0.5, 0.1], [-0.7, 1.2, 0.3], [-0.1, -0.1, 0.0], [-0.1, 0.0, 0.0], [0.0, 0.0, 0.0], [0.0, 0.0, 0.0], [-0.2, -0.1, -0.3], [0.0, -0.1, 0.0], [0.0, 0.0, 0.0], [0.0, 0.0, 0.0], [0.0, 0.0, 0.0], [0.1, -0.1, 0.1], [0.1, 0.1, -1.1], [0.0, 0.0, 0.1], [0.0, 0.0, -0.1], [0.0, 0.0, 0.0], [0.4, 0.1, 0.1], [1.3, -1.6, 0.0]],
  "lowdin_charge": [0.357, -0.087, -0.298, -0.001, -0.700, 0.816, 0.005, -0.103, -0.258, -0.009, -0.202, -0.001, -0.046, -0.046, -0.075, -0.002, 0.069, 0.065, 0.071, 0.064, 0.111, 0.132, 0.082, 0.074, 0.094, 0.115, 0.110, 0.107, 0.111, -0.659, 1.301, -0.251, -0.086, -0.072, -0.081, -0.079, -0.091, -0.283, -0.088, -0.066, -0.083, -0.116, -0.107, -0.378, -0.272, -0.088, -0.100, -0.099, -0.135, 0.094, 0.104, 0.102, 0.102, 0.077, 0.099, 0.104, 0.104, 0.109, 0.100, -0.069, 0.102, 0.092, 0.093, 0.068, 0.003]
}

{
  "formula": "C28H29AuBrF3N3O3S",
  "method": "ωB97M-V with the def2-TZVPD basis set",
  "charge": 1,
  "spin_multiplicity": 3,
  "energy_ev": -132834.1096,
  "s2": 2.0355,
  "orbital_gap_ev": [6.98, 4.65],
  "largest_force_ev_per_a": 2.62,
  "de_lowest_ev": 1.5808,
  "symbols": ["Au", "N", "C", "C", "C", "C", "C", "C", "S", "N", "C", "C", "C", "C", "C", "C", "N", "H", "H", "H", "H", "H", "H", "H", "H", "H", "C", "C", "C", "C", "C", "C", "C", "Br", "C", "O", "C", "C", "C", "C", "C", "C", "H", "H", "H", "H", "H", "H", "H", "H", "H", "H", "H", "H", "H", "H", "H", "H", "H", "H", "H", "H", "F", "C", "F", "F", "C", "O", "O"],
  "coordinates": [[-0.198872, 1.408025, 1.541085], [-2.530148, 3.957037, -1.185884], [-3.869238, 3.578679, -1.256743], [-4.787996, 4.429875, -1.854866], [-6.125922, 4.076522, -1.914990], [-6.562961, 2.879156, -1.366519], [-5.654860, 2.025316, -0.760850], [-4.312433, 2.362179, -0.722470], [-3.126851, 1.201753, -0.088286], [-1.749844, 2.086525, -0.034138], [-1.570574, 3.272023, -0.520902], [-0.226035, 3.860024, -0.397796], [0.084574, 5.171089, -0.751729], [1.402835, 5.593861, -0.653952], [2.364970, 4.709145, -0.193830], [1.954027, 3.437403, 0.187679], [0.706743, 3.030412, 0.077599], [-2.293950, 4.837550, -1.623519], [-4.448738, 5.368365, -2.265816], [-6.828367, 4.744939, -2.385238], [-7.604791, 2.605918, -1.420393], [-5.971684, 1.089533, -0.329410], [-0.671986, 5.875386, -1.064240], [1.667355, 6.607444, -0.915282], [3.401532, 4.994022, -0.099684], [2.652313, 2.718671, 0.593133], [3.632968, -5.639101, -0.140118], [3.839176, -4.406104, 0.741970], [5.183177, -3.758643, 0.361179], [3.872941, -4.864197, 2.211012], [2.754572, -3.367458, 0.582637], [2.794438, -2.211144, 1.379745], [1.810718, -1.271016, 1.274628], [1.969576, 0.300299, 2.401195], [0.680083, -1.374594, 0.391550], [-0.248026, -0.527285, 0.372187], [0.681131, -2.552968, -0.459683], [1.698812, -3.477758, -0.323165], [-0.429813, -2.856726, -1.451815], [-1.491357, -1.764972, -1.593132], [-1.138055, -4.147966, -0.999083], [0.175474, -3.090249, -2.848540], [4.444813, -6.340030, 0.037935], [3.646984, -5.379628, -1.195865], [2.700132, -6.144324, 0.098115], [5.986392, -4.480330, 0.482939], [5.403899, -2.892871, 0.977909], [5.161012, -3.443500, -0.679378], [4.633351, -5.629879, 2.340074], [2.912019, -5.288215, 2.492125], [4.098136, -4.047061, 2.889081], [3.592177, -2.046702, 2.086375], [1.667789, -4.349032, -0.956076], [-1.998601, -1.577967, -0.651079], [-2.233069, -2.086075, -2.322013], [-1.053597, -0.830979, -1.937013], [-1.563081, -4.021808, -0.007020], [-0.457221, -4.993541, -0.976825], [-1.944044, -4.378672, -1.690664], [0.695886, -2.200453, -3.192826], [-0.625265, -3.311345, -3.549436], [0.871228, -3.923030, -2.863642], [-0.157010, 5.036686, 4.407948], [-0.828476, 4.313126, 3.524391], [-1.828850, 5.073326, 3.042648], [0.009404, 4.120051, 2.471000], [-1.405813, 2.930574, 4.123554], [-1.832838, 3.002633, 5.242111], [-1.380271, 1.978076, 3.312108]],
  "atomic_forces_ev_per_a": [[-1.2, 0.6, -0.1], [1.0, 0.2, 0.0], [-1.3, -0.5, 0.0], [0.2, -0.2, 0.2], [-0.1, -0.2, 0.1], [0.0, 0.2, -0.1], [0.3, 0.1, 0.0], [0.4, 0.4, -0.1], [-1.3, -0.8, -0.2], [1.2, 0.7, 0.9], [-0.6, -0.2, -0.2], [0.7, 0.6, -0.1], [-0.1, -0.4, 0.1], [0.1, -0.2, 0.1], [-0.2, 0.0, 0.0], [0.3, 0.3, -0.1], [-0.1, 0.0, -0.2], [0.1, -0.3, 0.1], [0.0, 0.2, -0.1], [-0.1, 0.1, -0.1], [-0.1, 0.0, 0.0], [-0.1, -0.1, 0.0], [0.0, 0.0, 0.0], [0.0, 0.0, 0.0], [0.0, 0.0, 0.0], [0.1, 0.0, 0.0], [-0.1, 0.2, 0.1], [0.3, -0.2, 0.1], [-0.2, 0.0, 0.0], [-0.1, 0.1, -0.2], [-0.2, -0.2, -0.3], [-0.4, 1.0, 0.3], [0.7, 0.2, 0.5], [0.0, -0.6, -0.1], [-0.1, 0.0, 0.0], [0.6, -0.3, -0.1], [-0.2, -0.2, -0.1], [0.0, 0.0, 0.0], [-0.3, -0.1, -0.3], [0.0, 0.0, 0.1], [0.1, 0.2, 0.0], [0.0, 0.1, 0.2], [0.1, 0.0, 0.0], [0.0, 0.0, -0.1], [-0.1, -0.1, 0.0], [0.1, -0.1, 0.0], [0.1, 0.1, 0.1], [0.1, 0.1, -0.1], [0.1, -0.1, 0.0], [-0.1, -0.1, 0.1], [0.1, 0.1, 0.1], [0.1, -0.1, 0.1], [0.0, -0.1, 0.0], [-0.1, 0.0, -0.1], [0.0, -0.1, -0.1], [-0.1, 0.1, 0.0], [-0.1, 0.0, 0.1], [0.1, -0.1, 0.0], [-0.1, 0.0, -0.1], [0.1, 0.1, -0.1], [-0.1, 0.0, -0.1], [0.1, -0.1, 0.0], [0.0, 0.0, 0.2], [-0.4, -0.5, 0.3], [-0.1, 0.0, 0.0], [0.3, 0.0, -0.1], [0.8, 2.5, 0.0], [-0.2, -0.3, 0.4], [0.1, -1.8, -1.2]],
  "lowdin_spin": [0.512, 0.032, 0.004, 0.002, 0.003, 0.005, 0.001, 0.013, 0.043, 0.131, 0.023, 0.002, 0.001, -0.001, 0.002, 0.000, 0.017, 0.001, 0.000, 0.000, 0.000, 0.000, 0.000, 0.000, 0.000, 0.000, 0.000, 0.023, 0.016, 0.014, 0.189, 0.030, 0.119, 0.086, 0.113, 0.335, 0.164, -0.012, 0.016, 0.000, 0.011, 0.009, 0.000, 0.000, 0.000, 0.003, 0.000, 0.000, 0.002, 0.000, 0.000, 0.000, -0.003, 0.000, 0.000, 0.000, 0.000, 0.000, 0.001, 0.000, 0.001, 0.000, 0.000, -0.001, 0.000, -0.002, 0.005, 0.013, 0.074]
}

{
  "formula": "C28H29BF6O2",
  "method": "ωB97M-V with the def2-TZVPD basis set",
  "charge": 0,
  "energy_ev": -50581.2890,
  "orbital_gap_ev": 3.56,
  "largest_force_ev_per_a": 1.77,
  "symbols": ["C", "C", "C", "C", "C", "C", "O", "B", "C", "C", "C", "C", "C", "F", "F", "F", "C", "C", "C", "C", "O", "H", "H", "H", "H", "H", "H", "H", "H", "H", "H", "H", "H", "H", "H", "H", "H", "H", "H", "H", "H", "H", "F", "C", "C", "C", "F", "C", "C", "C", "C", "C", "C", "C", "C", "F", "C", "C", "H", "H", "H", "H", "H", "H", "H", "H"],
  "coordinates": [[-1.590793, -0.431191, 2.215440], [-1.888817, 0.967495, 1.690741], [-3.165935, 0.934522, 0.860032], [-1.962539, 2.148468, 2.803918], [-3.359225, 2.489344, 3.299883], [-1.040599, 1.860259, 3.988240], [-1.479007, 3.284855, 2.141278], [-0.726918, 2.787036, 1.020019], [-1.511451, 3.446035, -0.311856], [-1.493766, 2.782374, -1.539443], [-2.495641, 3.012036, -2.493307], [-3.506471, 3.927578, -2.210972], [-4.663205, 4.109354, -3.174533], [-5.859907, 4.265099, -2.523675], [-4.486031, 5.227387, -3.954187], [-4.810748, 3.048573, -4.025505], [-3.456172, 4.699981, -1.058203], [-2.438458, 4.470600, -0.118666], [0.940361, 3.083406, 1.388330], [1.736386, 3.056850, 0.127814], [-0.823528, 1.363762, 0.857656], [-2.143281, -0.620937, 3.140663], [-1.920306, -1.158216, 1.464591], [-0.519123, -0.587714, 2.380273], [-3.945759, 0.398086, 1.414403], [-3.516648, 1.950175, 0.621963], [-2.975091, 0.408769, -0.085734], [-3.813104, 1.620352, 3.784994], [-3.283519, 3.303859, 4.028856], [-3.999264, 2.847789, 2.487957], [-1.456431, 1.059886, 4.616649], [-0.029668, 1.568714, 3.658104], [-0.938665, 2.765241, 4.604150], [-0.725053, 2.046366, -1.765200], [-2.506398, 2.453512, -3.423662], [-4.215044, 5.460221, -0.869639], [-2.421340, 5.091296, 0.774806], [0.935410, 4.074975, 1.858368], [1.227810, 2.329387, 2.123635], [2.752526, 3.443124, 0.270438], [1.824493, 2.033362, -0.254443], [1.223551, 3.668070, -0.621124], [1.740941, 0.898849, 8.380008], [2.264855, 1.690913, 7.379208], [2.868281, 2.892223, 7.757091], [3.243296, 3.744555, 6.716982], [3.839617, 4.945794, 7.050735], [3.051492, 3.435366, 5.380222], [2.580818, 2.132320, 5.011576], [2.651889, 1.739288, 3.648307], [2.773371, 0.371664, 3.201679], [3.875612, -0.004831, 2.378274], [4.137416, -1.335211, 2.088252], [3.292910, -2.348862, 2.555670], [2.160706, -1.965697, 3.269615], [1.290042, -2.951660, 3.688734], [1.862174, -0.647682, 3.587509], [2.148069, 1.271425, 6.060283], [3.025569, 3.158798, 8.796077], [3.334792, 4.134279, 4.596572], [3.045455, 2.505003, 2.980891], [4.535547, 0.798817, 2.033269], [5.021792, -1.582478, 1.496630], [3.500214, -3.397593, 2.357113], [0.958144, -0.417790, 4.151881], [1.724882, 0.295508, 5.849567]],
  "atomic_forces_ev_per_a": [[-0.2, -0.1, 0.1], [-0.3, 0.4, 0.4], [-0.4, 0.1, 0.0], [0.0, -0.7, -0.1], [-0.1, -0.2, 0.2], [0.1, -0.3, 0.4], [0.0, -0.7, 0.2], [0.6, 0.9, -0.8], [1.1, 0.2, 0.2], [-0.5, 0.3, -0.5], [0.3, 0.0, 0.4], [-0.4, -0.1, -0.4], [0.0, 0.1, -0.1], [0.9, 0.0, -0.6], [-0.4, -0.8, 0.4], [0.1, 0.9, 0.6], [0.4, 0.0, 0.4], [-0.6, 0.3, -0.7], [-0.7, 1.2, -0.5], [0.6, -0.2, -0.2], [-0.1, -0.3, 0.7], [0.0, -0.1, -0.1], [0.1, 0.0, 0.2], [-0.2, 0.2, 0.0], [-0.1, 0.1, -0.2], [0.1, -0.4, 0.0], [0.0, 0.1, 0.3], [-0.1, 0.1, 0.0], [0.0, -0.2, 0.0], [0.1, -0.2, 0.1], [0.2, 0.1, 0.0], [-0.4, 0.1, 0.0], [-0.1, -0.2, -0.2], [-0.2, 0.0, 0.2], [0.0, 0.1, 0.1], [0.2, -0.2, -0.1], [0.0, -0.4, 0.0], [0.2, -0.1, 0.0], [-0.5, -0.4, 0.2], [0.1, 0.1, -0.2], [-0.1, 0.1, -0.1], [0.3, 0.0, 0.0], [0.8, 0.8, -1.2], [-0.5, -0.5, 0.5], [-0.1, 0.0, -0.7], [0.4, 0.8, 0.2], [-0.8, -1.4, -0.4], [0.1, -0.6, -0.3], [-0.7, 0.7, 1.5], [1.2, 0.2, -0.5], [-0.5, -1.3, -0.6], [-0.4, 0.9, 0.4], [0.0, -0.1, 0.1], [0.0, 0.5, 0.0], [-0.7, -0.6, 0.3], [0.9, 1.1, -0.4], [0.6, -0.1, 0.2], [0.1, 0.2, 0.2], [-0.1, 0.0, -0.1], [0.0, 0.0, 0.3], [0.1, -0.3, 0.1], [-0.2, -0.4, 0.0], [-0.3, 0.0, 0.2], [-0.2, 0.2, 0.0], [0.2, -0.1, -0.3], [0.1, 0.2, 0.2]],
  "lowdin_charge": [-0.002, -0.468, -0.009, -0.478, -0.008, -0.010, 0.044, -0.812, -0.065, -0.033, -0.011, -0.147, -0.513, 0.105, 0.105, 0.104, -0.014, -0.026, -0.097, -0.120, 0.055, 0.089, 0.091, 0.064, 0.093, 0.086, 0.102, 0.090, 0.091, 0.086, 0.088, 0.055, 0.099, 0.117, 0.114, 0.120, 0.117, 0.108, 0.044, 0.065, 0.083, 0.079, 0.054, -0.205, 0.107, -0.211, 0.050, 0.084, -0.171, 0.077, -0.185, -0.003, -0.052, 0.025, -0.218, 0.047, 0.036, 0.081, 0.143, 0.140, 0.118, 0.126, 0.118, 0.129, 0.113, 0.119]
}